Record 1
DFT (the ωB97M-V functional and the def2-TZVPD basis) results for 2 unconnected molecules or ions with the total composition C3H9N2O3 at a distorted geometry.

Calculated values
Gap between HOMO and LUMO, eV: 6.264
Charge: -1
Spin multiplicity: 1
E, eV: -12379.6356
E_HOMO, eV: -3.178
LUMO energy, eV: 3.09

XYZ file:
```
17
Properties=species:S:1:pos:R:3:nbo_charge:R:1
O -1.5407 -1.2956 2.1347 -0.659
O 0.9655 2.5558 -1.7629 -0.899
O -1.8380 -3.0066 0.6911 -0.722
N -0.1490 -1.5874 0.2623 -0.924
N 0.9055 0.8546 0.0743 -0.700
C -0.3517 1.5893 0.4380 -0.447
C -1.1977 -1.9097 1.1403 0.876
C 1.2471 1.3248 -1.4209 0.161
H 0.4505 -0.5964 0.2406 0.452
H 1.7126 1.1596 0.5958 0.345
H 2.3243 1.0765 -1.3934 0.061
H -0.0474 2.6415 0.3587 0.216
H -0.1776 -2.2787 -0.4824 0.337
H 0.7235 0.4835 -2.0650 0.039
H -0.6876 1.2658 1.4287 0.192
H -1.0668 1.3185 -0.3289 0.197
H -1.2726 -3.5955 0.0889 0.474
```

=====

Record 2
DFT (the ωB97M-V functional and the def2-TZVPD basis) results for 9 unconnected molecules or ions with the total composition C28H47ClINO11 at a distorted geometry.

Calculated values
Gap between HOMO and LUMO, eV: 7.853
Charge: 0
Spin multiplicity: 1
E, eV: -74429.2760
E_HOMO, eV: -9.072
LUMO energy, eV: -1.22

XYZ file:
```
89
Properties=species:S:1:pos:R:3:lowdin_charge:R:1
I 1.3659 2.2185 4.3665 1.026
Cl 2.3182 -4.2286 1.6174 0.625
O -2.3461 6.9092 -2.7542 0.047
O 3.0943 5.5813 -3.0843 -0.124
O -7.9868 -3.4273 -3.1475 -0.139
O 0.2526 4.4503 -1.8017 0.115
O 4.5119 -3.0174 9.4279 -0.135
O -5.3179 -2.3955 -1.8785 -0.135
O 0.8892 4.9924 3.2618 0.013
O -2.3732 -1.4160 0.3446 -0.133
O 1.0910 -7.0222 1.0786 -0.163
O 3.0758 -2.2551 5.4076 -0.146
O 2.5980 1.2063 -6.6051 -0.147
N 1.4763 1.9839 -2.6931 0.163
C 2.6815 -2.6265 2.3622 -0.551
C 0.6882 3.2773 1.5755 -0.130
C 1.3069 0.9380 1.6418 -0.243
C 3.7867 -3.5256 10.5447 -0.155
C 1.0788 2.1631 2.2599 -0.501
C -0.8043 1.2631 -2.2518 -0.019
C 2.3644 -2.7578 6.5399 -0.131
C 1.8760 -1.5589 1.6059 -0.278
C 2.1119 1.6938 -7.8545 -0.143
C -8.0339 -4.6366 -3.8958 -0.153
C -1.0772 0.9803 -3.5872 -0.041
C 0.4831 3.1596 0.1887 -0.032
C -3.4111 -0.5369 0.7634 -0.155
C -6.0016 -1.2342 -2.3613 -0.150
C 0.0615 4.3619 -0.5980 -0.239
C 1.2613 -7.9649 0.0281 -0.164
C 1.7739 -0.2656 2.4278 -0.218
C -0.0194 1.2017 -4.4517 -0.061
C -0.3846 5.6035 1.4182 0.071
C -1.3860 6.5666 -0.6191 -0.077
C 0.4421 4.6239 2.1924 -0.333
C 0.4369 1.7221 -1.8969 -0.269
C 3.8871 4.4162 -3.2810 -0.163
C 1.1620 1.6964 -3.9571 -0.133
C -0.5788 5.5085 0.1067 -0.127
C 1.0915 0.8597 0.2940 0.046
C 0.6709 1.9583 -0.4200 -0.092
C -2.0793 6.0961 -1.8921 -0.240
H -3.9509 -0.9739 1.6068 0.081
H -2.7887 -2.2405 0.0766 0.068
H -0.8231 6.4372 1.9577 0.134
H -7.2430 -4.6507 -4.6515 0.075
H 3.0326 -4.2150 10.1734 0.077
H 4.8717 4.7311 -3.6217 0.074
H 2.2282 5.2912 -2.7836 0.037
H 5.1743 -2.4104 9.7675 0.072
H 1.6032 0.8965 -8.4025 0.077
H -1.5666 1.1185 -1.4953 0.116
H -4.1005 -0.3544 -0.0656 0.061
H -2.1751 6.9031 0.0621 0.131
H 2.2435 -8.4410 0.0956 0.075
H 1.2490 -0.0636 -0.2425 0.126
H 2.9347 2.0836 -8.4580 0.077
H -6.7062 -0.9037 -1.6032 0.091
H 2.4281 -1.3666 0.6826 0.105
H -2.3937 5.0440 -2.0415 0.130
H 3.7494 -2.4159 2.3211 0.083
H -6.5439 -1.4765 -3.2752 0.070
H 3.4361 3.7698 -4.0380 0.059
H 3.7431 -1.6470 5.7366 0.081
H -7.9214 -5.4997 -3.2344 0.077
H 1.6039 -3.4501 6.1856 0.082
H 3.9920 3.8612 -2.3456 0.073
H -0.7457 7.4298 -0.8088 0.139
H 0.4909 -8.7262 0.1276 0.075
H -2.9640 0.4059 1.0731 0.074
H 1.4059 2.4963 -7.6538 0.081
H 4.4562 -4.0595 11.2233 0.075
H 1.1569 -7.4771 -0.9453 0.074
H 3.0491 -3.2820 7.2085 0.064
H 1.9594 1.8900 -4.6867 0.085
H -7.1265 -3.3928 -2.7119 0.032
H 1.7774 -6.3527 0.9819 -0.046
H -0.1139 0.9902 -5.5090 0.102
H 0.8952 -1.9925 1.4020 0.104
H -4.7010 -2.6688 -2.5639 0.083
H -8.9997 -4.6926 -4.3920 0.077
H 2.7787 -0.0615 2.8181 0.111
H -2.0422 0.5874 -3.8775 0.105
H 1.1039 -0.4594 3.2684 0.087
H 2.3925 -2.6406 3.4167 0.045
H 3.2183 0.4982 -6.7985 0.082
H -5.2830 -0.4345 -2.5595 0.074
H 3.2939 -2.7117 11.0824 0.076
H 1.8829 -1.9359 7.0754 0.079
```

=====

Record 3
DFT (the ωB97M-V functional and the def2-TZVPD basis) results for 2 unconnected molecules or ions with the total composition C3H8Br2OSi.

Calculated values
Gap between HOMO and LUMO (spin up / spin down), eV: 6.154 / 9.022
Charge: 0
Spin multiplicity: 1
E, eV: -153250.7783
E_HOMO (spin up / spin down), eV: -8.041 / -8.575
LUMO energy (spin up / spin down), eV: -1.89 / 0.45

XYZ file:
```
15
Properties=species:S:1:pos:R:3:nbo_charge:R:1
Br 1.7555 -1.0699 -2.3514 -0.331
Br 0.5512 -4.3362 -1.3254 -0.327
Si 0.0377 -2.1458 -1.3834 1.261
O -1.1536 -2.0125 -2.4652 -0.929
C 2.0533 0.8339 1.1096 -0.698
C 0.8391 0.4152 1.8062 -0.286
C -2.4762 -1.5993 -2.3821 -0.233
H -0.1290 0.6757 1.4300 0.165
H -3.0343 -2.2207 -1.6776 0.176
H 2.8705 0.1321 1.2743 0.219
H -2.5303 -0.5560 -2.0588 0.176
H 2.4063 1.8057 1.4860 0.222
H -2.9169 -1.6940 -3.3744 0.195
H 1.8909 0.9625 0.0390 0.222
H 0.9011 -0.1328 2.7267 0.169
```